Entry P
{"formula": "C10H29AuCl2NOSSbSi3", "method": "the ωB97M-V functional and the def2-TZVPD basis", "species": ["Au", "O", "S", "N", "Cl", "C", "Cl", "H", "H", "C", "Si", "C", "C", "Sb", "Si", "C", "C", "C", "Si", "C", "C", "C", "H", "H", "H", "H", "H", "H", "H", "H", "H", "H", "H", "H", "H", "H", "H", "H", "H", "H", "H", "H", "H", "H", "H", "H", "H", "H", "H"], "coordinates": [[0.9859, -0.0916, -2.4379], [2.9445, -2.2124, -3.3925], [2.6040, -1.4207, -4.5722], [1.5504, -0.3922, -4.3903], [-2.9508, -0.0852, -3.8764], [-4.5849, 0.0345, -3.2177], [-5.1843, 1.6890, -3.4758], [-4.4773, -0.1912, -2.1608], [-5.2174, -0.6746, -3.7196], [3.2218, -1.7949, 0.6209], [2.7036, -0.0932, 1.2002], [2.5064, 0.1166, 3.0502], [3.7699, 1.2174, 0.3249], [0.5123, 0.1748, 0.0369], [-0.6566, -2.0477, 0.4672], [0.0940, -3.3847, -0.6371], [-0.6196, -2.4464, 2.2691], [-2.4563, -1.7605, -0.1290], [-0.8464, 2.3403, 0.4742], [-2.6678, 1.9805, 0.7133], [-0.2383, 3.2434, 1.9860], [-0.4821, 3.4429, -0.9763], [4.2847, -1.9838, 0.7395], [3.0299, -1.8594, -0.4961], [2.6470, -2.6100, 1.0748], [3.5059, 0.3273, 3.4766], [2.0972, -0.7800, 3.4876], [1.8550, 0.9563, 3.2821], [4.8451, 1.1512, 0.5967], [3.4193, 2.2293, 0.5665], [3.6911, 1.1271, -0.7513], [1.2125, -3.3045, -0.7734], [-0.3130, -3.1102, -1.6283], [-0.1954, -4.4201, -0.4361], [0.4365, -2.5273, 2.6394], [-1.0253, -3.4063, 2.5321], [-1.0763, -1.6620, 2.8643], [-2.4026, -1.3746, -1.1398], [-2.9069, -1.0197, 0.5586], [-3.0061, -2.7013, -0.1001], [-2.7825, 1.1624, 1.4351], [-3.1052, 1.6543, -0.2076], [-3.1150, 2.9265, 1.0156], [-0.3864, 2.7384, 2.9384], [-0.8504, 4.1658, 1.9965], [0.8157, 3.5522, 1.9189], [-0.8113, 3.0763, -1.9463], [0.6155, 3.6288, -1.0455], [-0.9900, 4.4192, -0.7554]], "molar_mass_g_mol": 685.31, "e_homo_ev": -8.483, "lumo_ev": 0.40, "homo_lumo_gap_ev": 8.9}

***

Entry Q
{"formula": "C10H29AuCl2NOSSbSi3", "method": "the ωB97M-V functional and the def2-TZVPD basis", "species": ["Au", "O", "S", "N", "Cl", "C", "Cl", "H", "H", "C", "Si", "C", "C", "Sb", "Si", "C", "C", "C", "Si", "C", "C", "C", "H", "H", "H", "H", "H", "H", "H", "H", "H", "H", "H", "H", "H", "H", "H", "H", "H", "H", "H", "H", "H", "H", "H", "H", "H", "H", "H"], "coordinates": [[1.5845, -2.2722, 0.5583], [0.4375, -3.5400, 3.3152], [1.2793, -4.4771, 2.6015], [1.9612, -4.0938, 1.3455], [-2.9402, -4.6327, -1.5628], [-1.6514, -5.2105, -0.6102], [-2.2310, -6.0655, 0.8270], [-1.0379, -4.3962, -0.3054], [-1.1017, -5.9322, -1.2640], [-1.8419, 1.7702, 1.9241], [-1.5695, 0.0193, 1.4156], [-2.8934, -0.6675, 0.3723], [-1.4832, -1.0103, 2.9732], [0.6653, 0.0212, -0.0887], [0.1600, 0.4776, -2.5310], [1.6729, -0.2999, -3.2621], [-0.0446, 2.3524, -2.6501], [-1.3155, -0.3974, -3.2771], [1.9330, 2.0858, 0.6999], [2.5879, 1.4250, 2.3667], [0.9292, 3.6106, 0.9367], [3.2602, 2.4114, -0.5494], [-2.8240, 1.9245, 2.4047], [-1.7776, 2.5083, 1.1500], [-1.0773, 1.9240, 2.7074], [-3.7149, -0.8638, 1.1236], [-2.6234, -1.5895, -0.1579], [-3.2830, 0.1089, -0.2994], [-2.4032, -0.7939, 3.5436], [-0.5754, -0.9343, 3.5438], [-1.6174, -2.0679, 2.5988], [2.6411, 0.0934, -2.9204], [1.5020, -0.2529, -4.3479], [1.5524, -1.3802, -2.9663], [0.6412, 3.0012, -2.0764], [-1.0184, 2.6233, -2.2931], [0.0613, 2.6918, -3.6794], [-1.3938, -1.4279, -2.8933], [-1.0565, -0.3886, -4.2933], [-2.2235, 0.1505, -3.1079], [1.6977, 1.4776, 3.0039], [3.2340, 2.0972, 2.8559], [3.0053, 0.4235, 2.4316], [0.2457, 3.5907, 1.7818], [0.3898, 3.9343, 0.0572], [1.6403, 4.4377, 1.0919], [3.6969, 1.4564, -0.9025], [4.0405, 3.0787, -0.2006], [2.8796, 2.9987, -1.3909]], "molar_mass_g_mol": 685.31, "e_homo_ev": -8.537, "lumo_ev": 0.36, "homo_lumo_gap_ev": 8.9}

***

Entry R
{"formula": "C10H29AuCl2NOSSbSi3", "method": "the ωB97M-V functional and the def2-TZVPD basis", "species": ["Au", "O", "S", "N", "Cl", "C", "Cl", "H", "H", "C", "Si", "C", "C", "Sb", "Si", "C", "C", "C", "Si", "C", "C", "C", "H", "H", "H", "H", "H", "H", "H", "H", "H", "H", "H", "H", "H", "H", "H", "H", "H", "H", "H", "H", "H", "H", "H", "H", "H", "H", "H"], "coordinates": [[2.3781, 1.9984, -0.4075], [2.0492, 4.9447, -1.7636], [3.4068, 4.8415, -1.1619], [3.7969, 3.4756, -0.6447], [3.8573, -0.3797, -2.4915], [4.0564, -2.0826, -2.8558], [2.6196, -2.8078, -3.5357], [4.3268, -2.6139, -1.9645], [4.9147, -2.1244, -3.5410], [-0.6750, 1.8169, 3.3794], [-1.1803, 1.8358, 1.6049], [-2.9439, 1.2300, 1.3994], [-1.0986, 3.6523, 0.9585], [0.3172, 0.4315, 0.0684], [0.8483, -1.7434, 1.3806], [1.6331, -1.3207, 3.0133], [-0.7929, -2.5145, 1.6731], [2.0385, -2.9317, 0.4160], [-1.3976, -0.2413, -1.8150], [-2.7958, -1.4207, -1.2598], [-2.1679, 1.3434, -2.4108], [-0.3968, -1.1668, -3.0703], [-1.1806, 2.6355, 3.8764], [0.4061, 1.8987, 3.4875], [-0.9487, 0.9227, 3.9623], [-3.6198, 1.8341, 1.9906], [-3.0634, 0.1640, 1.6760], [-3.2409, 1.3540, 0.3867], [-1.6487, 4.3470, 1.6530], [-1.3546, 3.7939, -0.0920], [-0.0082, 3.9843, 1.0288], [0.8769, -0.8933, 3.6244], [2.3733, -0.5473, 2.9060], [1.9847, -2.1518, 3.6475], [-1.4589, -1.8048, 2.1085], [-0.7380, -3.3537, 2.4005], [-1.3125, -2.9510, 0.8012], [2.9809, -2.4296, 0.3633], [1.6205, -3.1137, -0.5956], [2.2028, -3.8754, 0.9336], [-3.4104, -1.0320, -0.4446], [-2.4386, -2.4552, -1.0754], [-3.4694, -1.4836, -2.1266], [-2.6580, 1.8524, -1.5952], [-2.8125, 1.2382, -3.2959], [-1.3849, 2.0109, -2.7528], [-0.2003, -2.1245, -2.5619], [0.6062, -0.7554, -3.2090], [-0.8969, -1.2871, -4.0689]], "molar_mass_g_mol": 685.31, "e_homo_ev": -8.440, "lumo_ev": 0.38, "homo_lumo_gap_ev": 8.8}

***

Relative energies in hartree: entry P 0.0000; entry Q 0.0177; entry R 0.0100

***

Entry P
{"formula": "C6H13O2", "method": "the ωB97M-V functional and the def2-TZVPD basis", "species": ["C", "C", "C", "H", "H", "H", "H", "H", "H", "H", "H", "C", "C", "C", "O", "O", "H", "H", "H", "H", "H"], "coordinates": [[0.3762, -0.4906, -1.3063], [1.8630, -0.4355, -1.5720], [-0.2912, -1.5195, -2.2912], [0.0067, -0.4688, -0.2520], [-0.1045, 0.4205, -1.6127], [1.8997, -0.5027, -2.5686], [2.4414, -1.2760, -1.1761], [-0.8578, -0.8808, -2.9710], [0.4256, -2.0342, -2.8946], [2.1605, 0.4153, -1.0285], [-0.9323, -2.2561, -1.6575], [-1.4816, 0.7951, 1.8280], [-0.1297, 0.0042, 2.2970], [-0.6639, 2.2487, 1.5391], [0.3142, 2.3956, 2.2446], [-1.1169, 2.9176, 0.6291], [-1.8886, 0.4259, 0.9640], [-2.1716, 0.8650, 2.6479], [0.3600, -0.4908, 1.4954], [-0.7460, -0.7360, 2.8815], [0.5364, 0.6031, 2.8039]], "total_charge": -1, "molar_mass_g_mol": 117.17, "e_homo_ev": -3.453, "lumo_ev": 3.52, "homo_lumo_gap_ev": 7.0}

***

Entry Q
{"formula": "C6H13O2", "method": "the ωB97M-V functional and the def2-TZVPD basis", "species": ["C", "C", "C", "C", "H", "H", "H", "H", "H", "H", "H", "H", "H", "H", "C", "C", "O", "O", "H", "H", "H"], "coordinates": [[-0.1884, -1.7466, 0.9554], [-1.3391, -0.8037, 0.4920], [-0.1599, -2.3343, 2.3866], [0.0322, -2.8150, -0.0781], [0.7710, -1.1249, 1.0029], [-1.9869, -0.4485, 1.2462], [-1.1087, -2.7920, 2.6509], [0.6075, -3.1197, 2.5186], [0.0373, -1.5354, 3.1037], [0.7902, -3.5488, 0.1924], [-0.9609, -3.2262, -0.3857], [0.3063, -2.3978, -1.0505], [-1.9474, -1.4594, -0.1885], [-0.7792, -0.0056, -0.1186], [0.6443, 3.4752, -1.1676], [0.4705, 1.8991, -0.9812], [0.5693, 1.4820, 0.1784], [0.1743, 1.2947, -2.0729], [1.4901, 3.8155, -0.5969], [-0.2347, 3.6151, -0.5328], [0.3076, 3.7645, -2.1256]], "total_charge": -1, "molar_mass_g_mol": 117.17, "e_homo_ev": -3.903, "lumo_ev": 3.71, "homo_lumo_gap_ev": 7.6}

***

Relative energies in hartree: entry P 0.0534; entry Q 0.0000

***

Entry P
{"formula": "C2H3NS2", "method": "the ωB97M-V functional and the def2-TZVPD basis", "species": ["C", "C", "H", "H", "H", "N", "S", "S"], "coordinates": [[-0.0817, 0.3191, -0.6229], [-0.1435, -0.5517, 0.6000], [0.8579, 0.6038, -2.4246], [0.9232, -1.0597, -1.7782], [-1.1799, -0.3234, 1.1118], [0.5310, -0.0546, -1.6820], [-1.1007, 1.5919, -0.4687], [0.9153, -1.4321, 1.4064]], "molar_mass_g_mol": 105.19, "e_homo_ev": -8.766, "lumo_ev": -1.18, "homo_lumo_gap_ev": 7.6}

***

Entry Q
{"formula": "C2H3NS2", "method": "the ωB97M-V functional and the def2-TZVPD basis", "species": ["C", "C", "H", "H", "H", "N", "S", "S"], "coordinates": [[1.1264, -0.0878, 0.4790], [-1.4392, -0.0245, 0.1506], [1.5306, -0.9713, 0.8839], [1.7851, 0.9223, 0.6420], [-2.5846, -0.1326, -0.1106], [-0.8179, -0.4490, -0.9269], [-0.2852, 0.5623, 1.3126], [0.7146, -0.3124, -1.2316]], "molar_mass_g_mol": 105.19, "e_homo_ev": -8.045, "lumo_ev": 0.81, "homo_lumo_gap_ev": 8.9}

***

Entry R
{"formula": "C2H3NS2", "method": "the ωB97M-V functional and the def2-TZVPD basis", "species": ["C", "C", "N", "S", "S", "H", "H", "H"], "coordinates": [[2.1995, 0.3203, -0.1306], [-2.1586, -0.8819, -0.0798], [2.4507, 1.5087, -0.1550], [-1.9857, 0.6974, 0.0840], [1.8640, -1.1798, 0.0253], [-1.4733, -1.4204, -0.5827], [-3.0002, -1.2843, 0.4480], [2.1035, 2.2401, 0.3910]], "molar_mass_g_mol": 105.19, "e_homo_ev": -8.929, "lumo_ev": -0.40, "homo_lumo_gap_ev": 8.5}

***

Relative energies in hartree: entry P 0.0000; entry Q 0.0298; entry R 0.0153

***

Entry P
{"formula": "C2H3NS2", "method": "the ωB97M-V functional and the def2-TZVPD basis", "species": ["C", "C", "N", "S", "S", "H", "H", "H"], "coordinates": [[1.8522, -0.0026, -0.2886], [-1.5870, -0.4187, 0.4297], [1.6923, 1.1608, -0.0823], [-2.2537, 0.7989, -0.4140], [2.2967, -1.4777, -0.4989], [-0.5804, -0.4739, 0.5726], [-2.2125, -1.2693, 0.4805], [0.7923, 1.6825, -0.1990]], "molar_mass_g_mol": 105.19, "e_homo_ev": -9.312, "lumo_ev": -0.83, "homo_lumo_gap_ev": 8.5}

***

Entry Q
{"formula": "C2H3NS2", "method": "the ωB97M-V functional and the def2-TZVPD basis", "species": ["C", "C", "H", "H", "H", "N", "S", "S"], "coordinates": [[-0.2753, -1.0054, 0.4422], [0.8089, 1.0783, -0.0057], [0.0122, -0.8110, 1.7059], [-0.1555, -2.1005, 0.2631], [1.5462, 1.8879, 0.3968], [-0.4966, 1.2626, 0.2525], [1.3313, -0.3958, -0.1926], [-1.4018, -0.1199, -0.2294]], "molar_mass_g_mol": 105.19, "e_homo_ev": -8.545, "lumo_ev": 0.49, "homo_lumo_gap_ev": 9.0}

***

Relative energies in hartree: entry P 0.0000; entry Q 0.0522

***

Entry P
{"formula": "CH6Si2", "method": "the ωB97M-V functional and the def2-TZVPD basis", "species": ["C", "Si", "Si", "H", "H", "H", "H", "H", "H"], "coordinates": [[-0.1606, -0.1606, -0.9167], [-1.9734, 0.2645, -0.2358], [0.7268, -0.3366, 0.6983], [-0.1658, -0.9204, -1.7384], [0.1172, 0.7111, -1.3510], [-1.7600, 1.6752, -0.2985], [0.0189, 0.3548, 1.9569], [1.1348, -1.7036, 1.0899], [2.0621, 0.1155, 0.7953]], "molar_mass_g_mol": 74.23, "e_homo_ev": -8.619, "lumo_ev": -0.75, "homo_lumo_gap_ev": 7.9}

***

Entry Q
{"formula": "CH6Si2", "method": "the ωB97M-V functional and the def2-TZVPD basis", "species": ["C", "Si", "Si", "H", "H", "H", "H", "H", "H"], "coordinates": [[-0.8666, -0.4893, 0.0042], [0.1563, 1.1250, -0.5350], [0.9127, -0.9551, -0.0753], [-1.4023, -0.3307, 0.8835], [-1.5950, -0.9029, -0.8176], [-0.2397, 1.5686, -1.8422], [-0.5377, 2.4467, 1.3849], [1.3135, -1.2849, 1.1809], [1.0821, -1.8969, -1.0759]], "molar_mass_g_mol": 74.23, "e_homo_ev": -9.097, "lumo_ev": -1.03, "homo_lumo_gap_ev": 8.1}

***

Relative energies in hartree: entry P 0.0000; entry Q 0.0817